The following is a quantum chemistry calculation of 14 unconnected molecules or ions with the total composition C28H84O28 in a non-equilibrium geometry, from OMol25.

Geometry (Å):
1 H 1.962 -0.972 6.263
2 H -4.225 -1.096 1.234
3 H 0.026 4.847 -1.386
4 O -3.143 -2.828 1.742
5 C 0.416 -1.044 0.058
6 C 3.971 1.017 0.657
7 H -1.273 2.412 -2.451
8 H 1.400 1.632 -2.364
9 O -3.110 2.426 -1.586
10 C 0.916 1.271 -4.282
11 C 2.332 -3.949 1.553
12 H 4.236 -2.753 3.950
13 O 0.876 1.741 -6.616
14 O -6.357 -1.909 0.374
15 H -0.559 -5.724 -1.427
16 H 0.063 0.594 -4.195
17 O 3.811 -1.176 -0.381
18 H 4.125 -4.446 2.619
19 H 0.819 0.730 1.202
20 H 5.315 2.207 1.496
21 H 0.618 -0.786 -0.986
22 H 2.557 -2.884 0.027
23 O 3.405 4.677 -0.929
24 C -2.165 -3.397 -3.836
25 H 4.085 0.395 -4.465
26 H 6.102 -1.770 -3.772
27 H -2.389 2.116 -4.879
28 H 5.921 -0.891 -5.335
29 C 4.540 -0.300 -3.755
30 O -1.581 2.315 3.133
31 H -0.889 -2.081 -1.000
32 H 1.507 -3.324 1.969
33 H -1.884 0.281 3.272
34 C -1.819 -7.243 -0.560
35 H -1.126 -8.079 -0.602
36 O 4.575 -2.392 -4.953
37 H 5.273 -0.725 1.041
38 H 5.494 -0.019 -0.492
39 H -2.420 -7.264 0.353
40 H 0.229 1.130 -6.984
41 H 0.221 3.316 2.326
42 H -2.606 -4.556 -2.371
43 O -2.979 0.499 -3.684
44 H -2.151 -1.891 -5.425
45 C 1.482 -0.237 3.970
46 O 2.298 -0.065 6.245
47 C -0.012 0.051 0.989
48 H -5.427 3.871 1.011
49 O -2.584 -7.224 -1.753
50 O 1.810 1.252 -3.154
51 O -0.974 0.901 0.351
52 H 0.802 3.218 0.254
53 H 2.956 1.244 4.788
54 H -2.468 2.613 2.887
55 H -0.480 -0.410 1.861
56 O -3.102 -4.176 -3.109
57 O 2.401 -3.833 0.170
58 H -1.973 -4.552 0.595
59 C 1.969 3.595 3.202
60 O 3.418 -2.765 3.450
61 C -1.719 1.137 3.922
62 O -2.011 -4.858 -0.317
63 H -1.576 -2.769 -3.149
64 C 3.607 -3.541 2.261
65 C -5.490 -2.732 1.123
66 H 3.104 1.208 0.013
67 H 3.512 0.890 1.654
68 H -3.902 -2.106 -0.126
69 C 1.008 4.352 -1.390
70 O -5.733 3.280 3.455
71 C -4.088 -2.157 0.955
72 H 2.984 4.964 4.441
73 C 1.634 1.101 -5.624
74 H -3.413 -6.764 -1.578
75 H -2.835 2.351 5.357
76 O 4.836 2.143 0.668
77 H 3.554 -0.302 4.575
78 H -3.875 2.320 -3.993
79 H -5.748 -2.755 2.186
80 H -0.852 1.013 4.574
81 C -1.065 -5.906 -0.479
82 H 1.911 -2.125 3.988
83 H -2.371 3.707 -2.979
84 C -2.841 -2.531 -4.862
85 H -1.434 -4.076 -4.307
86 H -3.846 4.743 1.093
87 O -4.062 0.794 4.647
88 H 1.839 -0.081 2.942
89 O -3.693 -3.230 -5.760
90 O 3.615 5.177 2.435
91 H 0.533 2.296 -4.215
92 O 1.112 3.562 2.042
93 O -0.698 -1.954 -0.071
94 H -5.583 2.406 3.070
95 H 3.389 4.735 1.612
96 C -2.301 2.644 -2.737
97 C -2.801 1.312 5.007
98 H 1.921 5.838 3.283
99 H 4.279 -3.100 1.518
100 H 4.250 -2.799 -4.141
101 H -1.189 1.647 0.928
102 H 3.824 -1.117 -1.371
103 H -5.506 -3.750 0.719
104 H -3.339 -4.092 -6.003
105 C 2.591 4.978 3.420
106 H -3.653 2.648 0.273
107 C 5.405 -1.312 -4.481
108 O 0.833 3.106 -0.720
109 H -3.729 0.426 -3.082
110 H -7.218 -2.317 0.278
111 O 3.497 -0.903 -3.000
112 H -0.270 -5.877 0.270
113 H 1.269 3.302 3.998
114 C -2.861 1.898 -3.928
115 H 3.294 3.719 -1.016
116 O -3.727 2.717 1.230
117 H 2.130 6.223 -1.282
118 C -4.453 3.925 1.503
119 H 2.737 2.820 3.238
120 O 1.114 -1.562 4.158
121 H -2.279 -2.587 1.378
122 H 2.620 1.553 -5.563
123 H -4.001 -0.165 4.697
124 C 4.701 -0.259 0.228
125 H -2.397 0.929 5.961
126 H 0.710 0.512 4.139
127 H -3.531 -1.846 -4.358
128 H 2.748 -0.266 -2.960
129 H 1.142 4.142 -2.457
130 H 1.746 -4.812 1.891
131 H -3.825 4.033 3.653
132 H 5.109 0.411 -3.139
133 C 2.624 0.208 4.898
134 H -2.746 1.619 -1.184
135 H 1.764 0.016 -5.705
136 H -5.106 5.141 3.151
137 C 2.078 5.239 -0.820
138 H 1.300 -1.567 0.415
139 C -4.685 4.147 2.983
140 H 1.889 5.294 0.256

## Properties
F_max	3.29	eV/Å
energy	-3223.6593	hartree
ΔE to the lowest compared entry with this formula, charge and spin	73.03	kcal/mol
HOMO energy	-9.9	eV